Entry 1:
70
Properties=species:S:1:pos:R:3 method="wB97M-V/def2-TZVPD" max_force_ha_per_bohr=0.0261 charge=+1 spin_multiplicity=5 homo_lumo_gap_ev="4.9 / 5.4" total_energy_ev=-93218.8786 homo_ev="-7.741 / -8.342" s2=6.12
Fe 1.1221 0.1810 0.5624
N -2.8337 -1.5029 -1.2448
C -1.5458 -1.6386 -0.9859
N -1.0019 -1.2321 0.1615
C -1.8060 -0.4102 1.0678
N -1.2842 0.2918 2.0439
N 0.0214 0.4216 2.1121
C 0.6160 0.8593 3.2213
C 2.0344 0.8673 3.1971
C 2.8285 1.1810 4.3187
C 4.1932 1.0664 4.2357
C 4.7763 0.6424 3.0356
C 3.9472 0.3761 1.9668
N 2.6194 0.4887 2.0181
C -3.2307 -0.3776 0.8307
C -4.1224 0.2306 1.7211
C -5.4756 0.2706 1.4410
C -5.9726 -0.3001 0.2736
C -5.1059 -0.9012 -0.6229
C -3.7488 -0.9315 -0.3461
H -3.1730 -1.8528 -2.1274
H -0.9531 -2.2642 -1.6371
H 0.0432 1.1165 4.1048
H 2.3435 1.4904 5.2353
H 4.8158 1.2962 5.0901
H 5.8467 0.5265 2.9452
H 4.3590 0.0583 1.0139
H -3.7160 0.6595 2.6251
H -6.1537 0.7481 2.1352
H -7.0316 -0.2708 0.0583
H -5.4804 -1.3515 -1.5360
F 0.4118 -4.2388 3.5279
C 0.6236 -3.7010 2.3303
C -0.1493 -2.6340 1.9402
C 0.0611 -2.0561 0.6852
C 1.0809 -2.5642 -0.1668
C 1.7865 -3.6774 0.2890
F 2.7687 -4.1623 -0.4804
C 1.5860 -4.2708 1.5144
C 1.6390 -1.8196 -1.3214
C 1.9060 -2.4026 -2.5551
C 2.6395 -1.6997 -3.4956
C 3.0933 -0.4248 -3.1833
C 2.7490 0.1106 -1.9564
N 2.0305 -0.5524 -1.0478
H -0.9333 -2.2732 2.5922
H 2.1612 -5.1289 1.8296
H 1.5609 -3.4068 -2.7606
H 2.8711 -2.1445 -4.4542
H 3.7044 0.1388 -3.8732
H 3.0586 1.1073 -1.6650
C -0.8574 3.9231 -0.3635
C 0.5103 3.3142 -0.2794
C 1.6848 4.2261 -0.4632
O 0.6545 2.1252 -0.0727
H -0.8742 4.9101 0.0965
H -1.5864 3.2688 0.1123
H -1.1187 4.0426 -1.4187
H 1.6021 4.7624 -1.4104
H 2.6178 3.6682 -0.4300
H 1.6858 4.9711 0.3352
C -2.6568 1.4995 -2.6780
S -0.9373 0.9395 -2.5659
C -0.8463 0.0369 -4.1339
H -2.7561 2.2671 -3.4430
H -2.9457 1.8968 -1.7070
H -3.3016 0.6561 -2.9235
H -1.6363 -0.7147 -4.1751
H 0.1258 -0.4520 -4.1704
H -0.9449 0.7208 -4.9740

Entry 2:
79
Properties=species:S:1:pos:R:3 method="wB97M-V/def2-TZVPD" max_force_ha_per_bohr=0.0839 charge=0 spin_multiplicity=5 homo_lumo_gap_ev="5.6 / 5.2" total_energy_ev=-195170.5003 homo_ev="-5.948 / -7.057" e_above_lowest_kcal_mol=63.2 s2=6.02
Os -18.8539 3.8246 -6.1160
S -18.8944 4.1071 -3.7779
P -20.7583 3.3811 -4.5860
C -20.3714 2.7283 -6.1805
P -19.9097 1.0923 -6.5854
S -17.9062 1.5509 -6.3893
C -20.2842 0.5118 -8.2837
C -19.7201 -0.6603 -8.7888
C -20.1565 -1.1611 -9.9866
C -21.2236 -0.5977 -10.6447
C -21.8569 0.5299 -10.1115
C -21.4218 1.0563 -8.9529
C -20.1975 -0.3208 -5.5616
C -19.3346 -1.4055 -5.6118
C -19.7044 -2.6091 -4.9702
C -20.8773 -2.7650 -4.2952
C -21.6835 -1.6308 -4.1598
C -21.4720 -0.5294 -4.9519
C -21.9206 4.7228 -4.7344
C -22.0160 5.6445 -3.6603
C -23.2133 6.3740 -3.4759
C -24.1967 6.3385 -4.4603
C -23.9784 5.4433 -5.5009
C -22.9220 4.6096 -5.6761
C -21.3117 2.3930 -3.1555
C -22.7457 2.3768 -2.8709
C -23.0563 1.4772 -1.8840
C -22.1278 0.6923 -1.1444
C -20.8161 0.6425 -1.5340
C -20.4639 1.4056 -2.7231
H -19.1127 -1.2820 -8.1214
H -19.5433 -1.9639 -10.4125
H -21.6837 -1.1500 -11.5205
H -22.7445 0.9120 -10.5538
H -21.9048 1.9011 -8.5512
H -18.3967 -1.3910 -6.2106
H -18.9856 -3.4134 -5.0816
H -21.1516 -3.6644 -3.7221
H -22.5652 -1.6623 -3.5209
H -22.2370 0.2958 -5.1252
H -21.3018 5.5628 -2.8429
H -23.2764 7.0302 -2.5947
H -25.1689 6.8026 -4.4157
H -24.7499 5.4707 -6.2643
H -22.7974 3.9745 -6.5167
H -23.4126 3.1057 -3.3549
H -24.0480 1.3212 -1.5637
H -22.4963 0.3087 -0.2175
H -20.0200 0.0797 -1.0534
H -19.5319 1.3868 -3.2035
F -17.9420 2.1270 -10.3437
C -16.8397 2.6827 -9.8201
F -16.3013 1.8124 -8.9325
F -15.8601 2.9139 -10.7207
S -17.4306 4.3822 -9.1761
O -18.4339 3.8756 -8.1884
O -17.8661 5.3102 -10.2128
N -16.1102 4.8944 -8.4473
S -15.9451 5.4287 -6.9025
O -16.8410 4.5656 -6.0176
O -16.0689 6.8842 -6.8100
C -14.2189 4.8096 -6.3177
F -13.9582 5.5180 -5.1890
F -13.2659 5.1251 -7.2221
F -14.0549 3.5000 -6.0646
C -22.5193 7.3939 -7.9521
Si -20.8431 6.7073 -8.5852
C -21.0769 5.1150 -9.7084
C -19.9887 8.1353 -9.4888
Se -19.5636 6.4322 -6.6706
H -22.7007 8.3305 -8.5020
H -22.5630 7.6308 -6.9083
H -23.2009 6.5728 -8.3611
H -21.7053 4.3920 -9.1386
H -20.1589 4.5697 -9.9538
H -21.5742 5.3354 -10.6984
H -19.0445 7.6892 -9.9790
H -19.5751 8.8473 -8.7446
H -20.5688 8.7459 -10.1824